Entry 1:
This record from OMol25 describes a 5-piece molecular cluster, C2H14N2O4 overall at a distorted geometry. The level of theory is wB97M-V/def2-TZVPD.

Cartesian coordinates (Å):
H -1.31455 1.95519 -1.51635
N -0.96294 1.02070 -1.32709
C -0.13585 0.37753 -2.07989
N 0.16836 -0.91039 -1.63424
C 1.59968 -1.13507 -1.51821
H 0.29397 0.68557 -3.03437
H -0.34375 -1.23141 -0.75747
H 2.14502 -1.26162 -2.50095
H 2.15295 -0.43641 -0.91627
H 1.73227 -2.07336 -0.96357
O 0.03636 -1.77019 0.91247
H -0.55647 -1.29755 1.46707
H 0.39686 -2.63130 1.07182
O -0.97640 2.34375 1.12043
H -1.02148 1.59324 0.43749
H -1.04413 3.16108 0.65035
O 1.80800 0.50877 1.95975
H 1.23986 1.26909 1.95418
H 1.12223 -0.12207 1.72111
O -2.00740 -0.32676 1.92955
H -2.15723 0.64494 2.04580
H -2.17536 -0.36369 0.97838

Computed properties:
E_tot = -495.036281 a.u.
LUMO energy = 0.60 eV
gap between HOMO and LUMO = 9.80 eV
F_max = 0.0534 Eh/bohr



Entry 2:
This record from OMol25 describes C31H58AsKNPSi3 as an isolated structure at a distorted geometry. The level of theory is wB97M-V/def2-TZVPD.

Cartesian coordinates (Å):
K 0.23050 0.06684 -0.09407
C -1.73861 2.02764 4.89252
C -1.71520 1.80352 3.38565
C -2.59232 0.60181 3.03654
P -0.08379 1.51628 2.47951
C 0.55830 3.28521 2.30909
C 1.19885 3.92025 3.53492
C 1.55309 3.27847 1.15366
C 1.05014 0.63706 3.58330
C 1.26714 0.89992 4.93749
C 2.08476 0.10285 5.71781
C 2.28875 0.35706 7.18582
C 2.72915 -0.97914 5.11115
C 2.58011 -1.23433 3.77702
C 1.73334 -0.44921 2.95458
N 1.54013 -0.72280 1.66448
C 2.44610 -1.52144 0.99288
C 3.74729 -1.05431 0.71784
C 4.18027 0.30441 1.17903
C 4.63761 -1.84675 0.02215
C 4.29621 -3.11643 -0.42188
C 5.30277 -3.97319 -1.13416
C 3.00680 -3.56443 -0.17771
C 2.08763 -2.79447 0.51472
C 0.72470 -3.33462 0.83945
H -2.76600 2.20609 5.21296
H -1.14759 2.89472 5.17790
H -1.37091 1.14825 5.41804
H -2.13750 2.69253 2.89294
H -2.12654 -0.31427 3.39947
H -2.71737 0.52326 1.95623
H -3.57684 0.69185 3.49396
H -0.31919 3.87318 2.00537
H 1.99906 3.28820 3.91505
H 0.46712 4.08425 4.32033
H 1.62367 4.88645 3.26394
H 2.42968 2.70060 1.44012
H 1.87783 4.28775 0.90881
H 1.10741 2.83113 0.26167
H 0.80374 1.75841 5.40046
H 1.78332 1.26916 7.50038
H 3.35100 0.44806 7.42320
H 1.89470 -0.47121 7.77902
H 3.35906 -1.62171 5.71360
H 3.09060 -2.06778 3.31116
H 3.49554 1.06866 0.80382
H 5.18449 0.51878 0.81911
H 4.17671 0.36378 2.26715
H 5.64070 -1.48011 -0.15468
H 6.29007 -3.84700 -0.69351
H 5.37641 -3.70311 -2.18933
H 5.02878 -5.02501 -1.07644
H 2.72654 -4.56013 -0.50075
H 0.59402 -4.33471 0.43127
H -0.05970 -2.68217 0.44626
H 0.60096 -3.37863 1.92199
C -1.86702 3.12907 -4.76709
Si -3.00588 1.69665 -4.19645
C -4.52370 2.48044 -3.32735
C -3.66731 0.85167 -5.78906
As -1.84874 0.42684 -2.55921
Si -0.08670 -0.47285 -3.83555
C 0.78167 -1.88557 -2.88758
C 1.17613 0.96129 -3.91922
C -0.44449 -1.05534 -5.62362
Si -3.44925 -1.24837 -2.10308
C -2.60845 -2.66331 -1.13256
C -4.65190 -0.39756 -0.88071
C -4.45358 -2.02058 -3.54193
H -2.42046 3.90871 -5.28004
H -1.10498 2.77457 -5.45428
H -1.36890 3.58491 -3.91439
H -4.94843 3.30077 -3.89631
H -4.24357 2.86454 -2.34924
H -5.31126 1.74618 -3.18822
H -4.18550 1.56656 -6.41941
H -4.37048 0.05897 -5.55878
H -2.86750 0.42190 -6.38199
H 1.14355 -1.55799 -1.91600
H 1.64135 -2.25838 -3.43612
H 0.11710 -2.72885 -2.73095
H 1.45585 1.28437 -2.91740
H 0.74326 1.81717 -4.42655
H 2.08426 0.69029 -4.44717
H -1.35104 -1.65032 -5.67241
H 0.36628 -1.65830 -6.01726
H -0.56648 -0.20502 -6.28690
H -2.18130 -2.28243 -0.20776
H -1.81419 -3.12879 -1.70837
H -3.31171 -3.44621 -0.86674
H -4.08482 0.04900 -0.06629
H -5.37758 -1.07727 -0.44707
H -5.19928 0.40137 -1.36928
H -3.81852 -2.24478 -4.39345
H -5.23693 -1.34700 -3.87520
H -4.93296 -2.94582 -3.24028

Computed properties:
E_tot = -5316.439382 a.u.
LUMO energy = 0.18 eV
gap between HOMO and LUMO = 6.11 eV
F_max = 0.0289 Eh/bohr



Entry 3:
This record from OMol25 describes C3H2FLiO3Ru as an isolated structure at a distorted geometry. The level of theory is wB97M-V/def2-TZVPD.

Cartesian coordinates (Å):
O 0.98801 -1.83414 -0.38711
C 1.58083 -1.10271 -1.10445
C -0.97983 0.69983 -0.15976
O 0.08797 0.83293 -0.83611
O 2.58646 -0.59920 -1.43321
C -1.14707 0.38989 1.15675
Li -0.60516 -1.84359 0.74960
F -2.10971 0.75303 -0.91900
H -2.15518 0.32941 1.56682
H -0.29322 0.52261 1.82301
Ru 2.04690 1.85194 -0.45653

Computed properties:
E_tot = -543.160846 a.u.
LUMO energy (spin up / spin down) = -4.70 / -5.92 eV
net charge = +1
gap between HOMO and LUMO (spin up / spin down) = 7.04 / 7.50 eV
F_max = 0.0801 Eh/bohr
2S+1 = 6



Entry 4:
This record from OMol25 describes an isolated ion of composition CH6N2OP and charge +1 at a distorted geometry. The level of theory is wB97M-V/def2-TZVPD.

Cartesian coordinates (Å):
N -0.09808 -1.22246 -0.54390
P 0.89605 -0.48610 0.43259
O 2.06104 -0.94805 -0.59634
C -0.00655 1.03633 0.24732
N -0.61658 1.65424 1.14035
H 0.47940 -1.11288 -1.35086
H -0.58462 -2.16303 -0.40403
H 1.55620 -1.58884 1.18401
H 2.16560 -0.63600 -1.42785
H -0.64813 1.41648 2.18353
H -1.19808 2.44239 0.72581

Computed properties:
E_tot = -567.394664 a.u.
LUMO energy (spin up / spin down) = -5.01 / -5.01 eV
net charge = +1
gap between HOMO and LUMO (spin up / spin down) = 9.36 / 9.36 eV
F_max = 0.1303 Eh/bohr



Q: The lowest E_tot belongs to which entry?
A: C31H58AsKNPSi3



Q: Look up the E_tot of the second one.
A: -5316.439382 a.u.



Q: Which of these has the lowest F_max?
A: C31H58AsKNPSi3



Q: Which formula does entry 3 have?
A: C3H2FLiO3Ru